[1]
C37H45BGeI4N6Na as an isolated structure, computed with the ωB97M-V functional and the def2-TZVPD basis.

## Properties
- net charge = 0
- HOMO-LUMO gap (spin up / spin down) (eV) = 5.5 / 6.7
- spin multiplicity = 2

CARTESIAN COORDINATES (ANGSTROEM)
1 Na 0.04217 0.00282 -0.16136
2 C -1.12241 4.83211 -2.01025
3 C -1.29937 3.31360 -2.06504
4 C -2.18093 2.91808 -3.25478
5 C -1.88699 2.78555 -0.78953
6 C -2.94896 3.31601 -0.03667
7 C -3.14674 2.39740 0.97179
8 N -2.25631 1.40224 0.82285
9 N -1.47888 1.63608 -0.25751
10 B -2.27187 0.07148 1.62011
11 N -1.00925 -0.08770 2.48850
12 C -1.07889 -0.11286 3.83277
13 C 0.19855 -0.05947 4.33612
14 C 1.02215 0.03274 3.20065
15 N 0.28472 -0.00410 2.09227
16 C 2.50668 0.27224 3.23883
17 C 3.14486 0.26576 1.85732
18 C 2.78136 1.61866 3.92489
19 N -2.52955 -1.05651 0.59739
20 C -3.76477 -1.52452 0.34758
21 C -3.74381 -2.19563 -0.85597
22 C -2.41894 -2.07225 -1.30245
23 N -1.69535 -1.39853 -0.40756
24 C -1.82142 -2.51860 -2.60353
25 C -1.92284 -1.38622 -3.63242
26 C -2.49924 -3.77882 -3.13901
27 H -0.57859 5.18692 -2.88729
28 H -0.57106 5.13054 -1.11799
29 H -2.09467 5.32798 -1.98920
30 H -0.32242 2.84216 -2.20247
31 H -3.17019 3.37215 -3.16611
32 H -2.30520 1.83493 -3.30191
33 H -1.73335 3.26145 -4.19061
34 H -3.49604 4.22886 -0.20064
35 H -3.86983 2.39216 1.77076
36 H -3.20770 0.09641 2.36500
37 H -2.02732 -0.15226 4.34130
38 H 0.49756 -0.05472 5.37078
39 H 2.96027 -0.51780 3.84214
40 H 2.72550 1.08124 1.26808
41 H 2.95492 -0.66672 1.33111
42 H 4.22511 0.40304 1.93820
43 H 2.33467 2.42606 3.34081
44 H 3.85757 1.78733 4.00460
45 H 2.35445 1.64877 4.92721
46 H -4.57700 -1.34727 1.03276
47 H -4.57294 -2.68331 -1.33961
48 H -0.76470 -2.72125 -2.43066
49 H -2.97068 -1.16022 -3.84446
50 H -1.44206 -1.68546 -4.56583
51 H -1.44478 -0.47980 -3.25659
52 H -3.54046 -3.56510 -3.38903
53 H -2.47730 -4.58721 -2.40583
54 H -1.99597 -4.12560 -4.04271
55 I 4.06856 1.07208 -1.57895
56 C 3.86903 2.91062 -0.49931
57 I 1.86426 3.40746 0.03501
58 H 4.24569 3.69094 -1.14666
59 H 4.44977 2.83013 0.41072
60 I 1.35047 1.01231 -4.41827
61 I -0.46256 0.86748 -6.38273
62 C 1.90171 -4.22649 -4.20099
63 C 1.14928 -5.10342 -3.43076
64 C 0.89395 -4.82319 -2.09597
65 C 1.40764 -3.67071 -1.50538
66 C 2.16011 -2.79692 -2.28891
67 C 2.40530 -3.06663 -3.62758
68 Ge 1.00379 -3.18814 0.38175
69 C -0.20234 -4.53345 1.20011
70 C -1.49328 -4.66702 0.68743
71 C -2.43903 -5.46245 1.31368
72 C -2.10859 -6.13545 2.48114
73 C -0.82094 -6.03523 2.98894
74 C 0.12475 -5.24084 2.35662
75 C 2.72132 -3.33817 1.36824
76 C 3.93769 -3.56320 0.72787
77 C 5.11584 -3.62450 1.45905
78 C 5.08984 -3.47168 2.83794
79 C 3.88302 -3.25182 3.48767
80 C 2.70959 -3.16886 2.75349
81 H 2.10113 -4.45255 -5.24055
82 H 0.75429 -6.01020 -3.87275
83 H 0.28726 -5.50348 -1.50810
84 H 2.56204 -1.88992 -1.84367
85 H 2.98069 -2.36547 -4.22005
86 H -1.75990 -4.12729 -0.21055
87 H -3.43321 -5.55071 0.89244
88 H -2.84943 -6.73230 2.99798
89 H -0.55838 -6.57264 3.89204
90 H 1.12753 -5.18539 2.76049
91 H 3.96329 -3.70208 -0.34700
92 H 6.05655 -3.79838 0.95086
93 H 6.01025 -3.52227 3.40624
94 H 3.85888 -3.13444 4.56458
95 H 1.77069 -2.95148 3.25307

Atomic forces in eV per Å
0.76 0.01 -0.41
0.05 -0.15 -0.01
-0.12 0.04 -0.03
0.10 0.02 0.01
-0.06 -0.01 0.10
0.03 0.01 0.04
0.00 0.14 -0.11
-0.32 0.24 0.21
-0.10 0.30 -0.12
0.18 0.05 -0.26
-0.24 -0.10 0.41
0.17 -0.12 0.08
-0.06 0.05 -0.02
-0.08 -0.03 0.17
0.17 0.21 0.12
0.00 0.11 -0.19
-0.10 -0.07 0.14
0.00 -0.16 0.01
-0.34 -0.25 0.22
0.02 -0.15 -0.10
-0.07 0.07 0.00
0.01 0.04 0.14
-0.17 -0.11 -0.36
-0.15 0.08 -0.08
0.02 -0.17 0.06
0.12 0.07 0.08
-0.02 0.02 0.00
0.01 0.06 -0.02
0.00 0.03 0.01
0.01 0.01 0.05
-0.01 -0.02 0.02
-0.01 0.01 -0.04
-0.01 -0.04 -0.01
0.01 -0.01 -0.02
0.05 -0.09 0.02
-0.07 0.03 0.06
-0.02 -0.04 -0.07
0.00 0.00 -0.01
0.01 -0.04 0.01
0.06 -0.06 0.01
0.05 -0.09 -0.05
0.01 0.00 -0.04
0.04 0.04 0.02
-0.01 0.05 -0.01
0.01 0.03 0.00
0.04 0.04 0.03
0.03 -0.03 -0.01
0.05 -0.04 -0.01
0.00 0.05 0.01
0.03 0.07 0.00
0.01 0.02 -0.05
-0.02 -0.07 -0.01
-0.02 -0.02 -0.02
-0.02 0.01 -0.01
-0.09 0.20 0.05
-0.22 -0.06 -0.08
0.18 -0.03 -0.20
0.00 0.01 0.01
0.01 -0.09 -0.01
-0.14 0.00 -0.09
0.21 0.04 0.19
0.01 -0.01 0.04
-0.02 -0.06 -0.05
0.00 -0.02 0.08
-0.24 0.25 0.40
-0.01 0.03 0.02
0.03 0.04 -0.01
0.60 -1.10 0.08
-0.05 0.51 -0.16
0.08 0.02 -0.06
-0.03 -0.08 -0.03
0.03 0.01 0.00
-0.04 -0.05 0.06
0.11 0.00 -0.06
-0.43 0.26 -0.11
-0.06 -0.02 -0.03
0.05 -0.03 -0.02
0.05 0.00 0.02
-0.02 0.03 0.03
0.02 0.07 -0.04
-0.03 0.03 -0.01
0.00 0.01 -0.01
0.02 -0.02 -0.02
-0.01 0.01 -0.04
0.01 -0.04 -0.03
-0.11 0.01 0.02
0.00 0.04 0.02
0.01 -0.03 -0.03
0.03 0.01 -0.01
-0.03 0.01 0.05
0.03 0.01 0.01
0.00 0.00 0.01
-0.01 -0.01 0.00
0.00 0.01 -0.01
0.04 -0.01 0.07

The molecule's Mulliken atomic charges, reported in e, are given here:
1. Na 1.69
2. C -1.67
3. C 1.36
4. C -1.21
5. C -0.33
6. C -1.14
7. C -0.60
8. N 0.56
9. N -0.07
10. B -0.76
11. N 0.46
12. C -0.32
13. C -1.82
14. C -0.09
15. N 0.19
16. C 1.28
17. C -0.14
18. C -1.65
19. N 0.61
20. C -0.83
21. C -1.04
22. C -1.07
23. N 0.66
24. C 3.29
25. C -1.25
26. C -1.82
27. H 0.40
28. H 0.33
29. H 0.33
30. H 0.00
31. H 0.34
32. H 0.14
33. H 0.33
34. H 0.48
35. H 0.49
36. H -0.24
37. H 0.54
38. H 0.55
39. H -0.10
40. H -0.85
41. H -0.09
42. H 0.64
43. H 0.26
44. H 0.46
45. H 0.44
46. H 0.54
47. H 0.54
48. H -1.31
49. H 0.28
50. H 0.53
51. H -0.07
52. H 0.40
53. H 0.30
54. H 0.43
55. I 0.05
56. C -0.93
57. I 0.18
58. H 0.48
59. H 0.41
60. I 0.17
61. I -0.24
62. C -0.58
63. C -0.69
64. C -0.12
65. C -0.43
66. C 0.02
67. C -0.75
68. Ge 0.62
69. C -0.21
70. C 0.46
71. C -0.67
72. C -0.66
73. C -0.71
74. C -0.35
75. C -0.21
76. C -0.14
77. C -0.74
78. C -0.67
79. C -0.88
80. C -0.12
81. H 0.40
82. H 0.45
83. H 0.47
84. H 0.31
85. H 0.45
86. H 0.22
87. H 0.45
88. H 0.39
89. H 0.42
90. H 0.49
91. H 0.35
92. H 0.43
93. H 0.39
94. H 0.44
95. H 0.67



[2]
C37H45BIMnN3O2S as an isolated structure, computed with the ωB97M-V functional and the def2-TZVPD basis.

## Properties
- net charge = -1
- HOMO-LUMO gap (spin up / spin down) (eV) = 6.1 / 6.3
- spin multiplicity = 5

CARTESIAN COORDINATES (ANGSTROEM)
1 Mn 1.22409 0.96941 0.45095
2 C 0.61841 1.21142 -4.73141
3 C -0.76355 1.47930 -4.13359
4 C -1.40044 0.19942 -3.59595
5 C -0.86699 2.64895 -3.15811
6 C -1.47958 3.79021 -3.66974
7 C -1.79331 4.87411 -2.87488
8 C -1.50872 4.80721 -1.52702
9 C -0.87249 3.70734 -0.95977
10 C -0.66807 3.71847 0.53825
11 C -0.20123 5.06286 1.08958
12 C -1.94062 3.24176 1.23786
13 C -0.50772 2.62505 -1.78814
14 N 0.16786 1.48970 -1.26150
15 C 1.39587 1.25633 -1.75127
16 C 2.20243 0.17076 -1.35184
17 N 1.83761 -0.79539 -0.47992
18 C 2.78352 -1.84134 -0.37901
19 C 3.18364 -2.37762 0.87215
20 C 4.26130 -3.25354 0.90615
21 C 4.91720 -3.67193 -0.23727
22 C 4.39579 -3.29324 -1.45502
23 C 3.30580 -2.43081 -1.55765
24 C 2.67633 -2.38241 -2.95433
25 C 3.30499 -1.38447 -3.93170
26 C 1.14832 -2.33689 -2.98591
27 C 2.51240 -2.12045 2.21184
28 C 3.01953 -0.87773 2.93338
29 C 0.99189 -2.23782 2.15034
30 H 0.51117 0.61500 -5.64104
31 H 1.25128 0.64672 -4.05145
32 H 1.13474 2.13789 -4.99009
33 H -1.38836 1.79606 -4.97587
34 H -0.89872 -0.16183 -2.70283
35 H -1.35660 -0.58717 -4.35437
36 H -2.44622 0.36371 -3.33268
37 H -1.73832 3.80395 -4.72284
38 H -2.27664 5.74714 -3.29573
39 H -1.78083 5.63257 -0.88287
40 H 0.12009 3.00785 0.78639
41 H -0.98954 5.81797 1.05336
42 H 0.66557 5.43304 0.54173
43 H 0.09663 4.94123 2.13171
44 H -2.77909 3.90657 1.01131
45 H -1.80307 3.22901 2.32171
46 H -2.20870 2.23291 0.91789
47 H 1.91029 2.03182 -2.32397
48 H 3.24497 0.23910 -1.66041
49 H 4.58564 -3.61613 1.87547
50 H 5.76610 -4.34120 -0.17819
51 H 4.80597 -3.70657 -2.37063
52 H 2.93089 -3.37160 -3.35306
53 H 2.95295 -0.36853 -3.76271
54 H 3.04075 -1.65352 -4.95752
55 H 4.39333 -1.38048 -3.85099
56 H 0.74284 -1.35231 -2.77305
57 H 0.71250 -3.01921 -2.25501
58 H 0.80383 -2.62930 -3.98204
59 H 2.84212 -2.96386 2.83158
60 H 2.82889 0.05477 2.40648
61 H 4.10104 -0.93663 3.07619
62 H 2.54801 -0.79777 3.91612
63 H 0.52554 -1.47967 1.52609
64 H 0.56841 -2.15131 3.15383
65 H 0.70817 -3.21225 1.74338
66 I 3.17497 2.70388 1.19755
67 O -1.21336 0.17483 2.52410
68 B -0.01987 0.91417 2.28549
69 O 0.21858 1.69760 3.44559
70 C -0.78829 1.44148 4.32244
71 C -1.00000 1.96824 5.57718
72 C -2.13247 1.52736 6.26418
73 C -3.00232 0.59950 5.70399
74 C -2.77814 0.07224 4.43114
75 C -1.65844 0.51502 3.76140
76 H -0.31512 2.68832 6.00320
77 H -2.33617 1.91832 7.25297
78 H -3.87117 0.28040 6.26555
79 H -3.44405 -0.65252 3.98216
80 S -1.83030 -1.61502 -0.26717
81 C -2.98527 -2.60494 0.34607
82 N -2.86282 -3.97832 0.27346
83 C -3.74834 -4.88092 0.77172
84 C -4.87139 -4.47202 1.40507
85 C -5.07440 -3.06436 1.53076
86 C -4.18172 -2.17664 1.03116
87 H -2.02127 -4.29655 -0.18511
88 H -3.48466 -5.91864 0.62541
89 H -5.57035 -5.19115 1.80069
90 H -5.95730 -2.69787 2.03988
91 H -4.31623 -1.10906 1.12875

Atomic forces in eV per Å
-0.25 0.06 1.06
0.05 -0.04 0.00
-0.13 0.03 -0.03
-0.03 -0.05 -0.01
0.01 0.03 0.06
0.02 -0.05 -0.02
-0.02 0.06 -0.04
0.06 -0.01 0.08
-0.05 0.05 -0.09
0.08 -0.12 0.02
0.01 -0.01 0.00
-0.06 -0.03 0.03
0.00 -0.18 -0.02
-0.12 0.16 -0.36
0.04 0.23 -0.05
0.24 -0.13 -0.19
0.32 -0.14 -0.33
-0.25 -0.10 0.15
0.02 0.10 -0.13
0.02 0.04 0.05
0.05 -0.05 0.02
-0.02 0.03 -0.03
-0.04 -0.02 0.03
0.02 -0.10 -0.02
-0.03 0.05 0.00
0.01 0.06 -0.02
-0.03 -0.18 0.00
0.02 0.16 0.04
-0.06 -0.01 -0.04
0.01 -0.01 -0.01
-0.05 0.03 -0.04
-0.02 0.02 0.00
0.04 -0.02 0.01
-0.02 0.02 0.04
-0.01 0.00 0.00
-0.02 0.03 0.00
-0.02 0.01 0.00
0.00 0.00 -0.01
-0.01 0.04 -0.01
-0.01 0.10 -0.01
-0.02 0.04 0.01
0.01 0.00 -0.02
-0.01 -0.02 0.03
0.00 0.02 -0.02
0.01 0.01 0.02
0.00 0.00 -0.02
-0.07 -0.07 0.01
-0.03 -0.05 -0.04
0.01 -0.02 0.00
0.01 0.00 0.00
0.02 -0.02 -0.01
0.02 0.05 -0.01
0.06 -0.02 0.02
-0.02 0.01 -0.02
0.01 -0.04 0.01
0.08 -0.01 0.02
0.03 -0.03 0.01
-0.02 0.01 0.00
-0.02 0.02 -0.02
-0.05 -0.02 -0.05
0.00 -0.02 0.01
-0.01 0.01 0.01
0.06 -0.10 0.05
-0.02 0.02 0.02
0.00 -0.02 0.00
0.24 0.24 -0.08
0.01 0.08 0.12
-0.04 -0.09 -0.16
-0.01 -0.01 0.01
0.01 0.02 0.04
-0.02 -0.03 -0.02
0.00 0.01 0.03
-0.03 0.00 0.02
0.05 0.02 0.00
-0.03 -0.03 -0.01
0.01 0.02 0.00
-0.01 0.00 0.01
-0.01 -0.01 0.01
-0.02 -0.02 0.00
0.13 0.10 -0.28
-0.24 -0.05 0.26
0.03 -0.05 -0.02
-0.01 0.02 0.01
0.11 0.09 -0.06
-0.04 -0.03 0.02
0.10 -0.02 -0.06
0.02 0.00 -0.01
-0.03 -0.01 0.01
-0.02 0.00 0.01
-0.01 -0.01 0.01
-0.02 0.00 0.01

The molecule's Mulliken atomic charges, reported in e, are given here:
1. Mn -1.19
2. C -1.42
3. C 0.53
4. C -1.04
5. C 0.49
6. C -0.76
7. C -1.58
8. C -0.45
9. C -0.08
10. C 3.64
11. C -1.94
12. C -1.41
13. C 0.09
14. N 0.49
15. C -0.26
16. C -0.19
17. N 0.85
18. C 0.40
19. C 0.36
20. C -0.61
21. C -1.46
22. C -0.68
23. C -0.47
24. C 0.45
25. C -1.39
26. C -1.53
27. C 0.38
28. C -1.08
29. C -1.01
30. H 0.46
31. H 0.05
32. H 0.32
33. H 0.59
34. H -0.33
35. H 0.40
36. H 0.40
37. H 0.38
38. H 0.35
39. H 0.25
40. H -1.88
41. H 0.39
42. H 0.41
43. H 0.43
44. H 0.44
45. H 0.32
46. H 0.23
47. H 0.56
48. H 1.04
49. H 0.38
50. H 0.34
51. H 0.45
52. H 0.71
53. H 0.22
54. H 0.40
55. H 0.36
56. H 0.03
57. H 0.33
58. H 0.54
59. H 0.57
60. H -0.23
61. H 0.37
62. H 0.37
63. H -0.48
64. H 0.48
65. H 0.35
66. I -0.55
67. O -0.05
68. B 0.85
69. O -0.07
70. C 0.79
71. C -1.25
72. C -0.56
73. C -0.52
74. C -1.21
75. C 0.75
76. H 0.51
77. H 0.36
78. H 0.40
79. H 0.54
80. S -0.16
81. C 0.06
82. N -0.05
83. C -0.27
84. C -0.68
85. C -0.15
86. C -0.66
87. H 0.20
88. H 0.39
89. H 0.37
90. H 0.40
91. H 0.43